{
  "formula": "C32H87N3O11",
  "method": "ωB97M-V/def2-TZVPD",
  "orbital_gap_ev": 9.0,
  "e_above_lowest_kj_mol": 149.0,
  "smiles": "COC[C@H](C)N.COC[C@H](C)N.COC[C@H](C)N.CC(C)O.CC(C)O.CC(C)O.CC(C)O.CC(C)O.CC(C)O.OCCO",
  "spin_multiplicity": 1,
  "lumo_ev": 0.31,
  "e_homo_ha": -0.320,
  "energy_ev": -61582.782,
  "species": ["C", "O", "C", "C", "C", "N", "H", "H", "H", "H", "H", "H", "H", "H", "H", "H", "H", "C", "O", "C", "C", "C", "N", "H", "H", "H", "H", "H", "H", "H", "H", "H", "H", "H", "C", "O", "C", "C", "C", "N", "H", "H", "H", "H", "H", "H", "H", "H", "H", "H", "H", "C", "C", "C", "O", "H", "H", "H", "H", "H", "H", "H", "H", "C", "C", "C", "O", "H", "H", "H", "H", "H", "H", "H", "H", "C", "C", "C", "O", "H", "H", "H", "H", "H", "H", "H", "H", "C", "C", "C", "O", "H", "H", "H", "H", "H", "H", "H", "H", "C", "C", "C", "O", "H", "H", "H", "H", "H", "H", "H", "H", "C", "C", "C", "O", "H", "H", "H", "H", "H", "H", "H", "H", "O", "C", "C", "O", "H", "H", "H", "H", "H", "H"],
  "coordinates": [[-4.193, -2.766, 0.353], [-5.499, -2.229, 0.448], [-6.162, -2.456, 1.677], [-6.412, -3.994, 1.908], [-7.898, -4.136, 2.304], [-5.563, -4.522, 2.960], [-4.234, -3.836, 0.569], [-3.534, -2.281, 1.078], [-3.838, -2.652, -0.667], [-5.592, -2.029, 2.514], [-7.110, -1.918, 1.721], [-6.324, -4.555, 0.976], [-8.116, -5.187, 2.493], [-8.577, -3.732, 1.551], [-8.087, -3.570, 3.220], [-5.100, -3.747, 3.421], [-4.755, -4.963, 2.527], [3.865, 2.236, 5.964], [3.120, 1.176, 5.423], [2.632, 1.356, 4.100], [1.687, 0.206, 3.691], [0.233, 0.478, 4.069], [2.220, -1.073, 4.275], [3.575, 3.238, 5.644], [4.927, 2.088, 5.736], [3.814, 2.178, 7.052], [2.249, 2.361, 3.917], [3.530, 1.141, 3.503], [1.680, -0.008, 2.619], [-0.214, 1.308, 3.516], [0.208, 0.836, 5.102], [-0.385, -0.396, 3.868], [2.978, -1.434, 3.708], [2.651, -0.696, 5.116], [-0.109, 1.164, 0.322], [0.288, -0.193, 0.373], [1.090, -0.668, -0.663], [1.235, -2.187, -0.500], [2.213, -2.883, -1.436], [-0.058, -2.885, -0.590], [-0.809, 1.329, 1.144], [-0.674, 1.395, -0.583], [0.777, 1.764, 0.534], [0.680, -0.495, -1.668], [2.086, -0.208, -0.642], [1.510, -2.435, 0.532], [2.236, -3.885, -1.007], [3.237, -2.531, -1.564], [1.787, -2.884, -2.443], [-0.494, -2.528, -1.446], [-0.600, -2.388, 0.120], [-3.386, 5.198, -3.844], [-2.342, 4.876, -2.759], [-2.784, 3.591, -2.088], [-1.026, 4.716, -3.242], [-4.385, 5.258, -3.420], [-3.397, 4.446, -4.636], [-3.137, 6.120, -4.374], [-2.331, 5.626, -1.957], [-2.723, 2.776, -2.818], [-3.826, 3.605, -1.764], [-2.103, 3.293, -1.289], [-0.433, 4.700, -2.476], [1.801, 4.916, 1.165], [1.025, 5.389, -0.054], [1.906, 6.282, -0.933], [0.609, 4.253, -0.793], [1.822, 5.701, 1.925], [2.829, 4.581, 0.989], [1.383, 4.007, 1.611], [0.136, 5.900, 0.309], [1.768, 7.337, -0.685], [1.655, 6.136, -1.985], [2.979, 6.091, -0.862], [1.367, 3.666, -1.008], [-0.678, -3.347, 5.359], [-1.615, -3.505, 4.137], [-0.831, -3.564, 2.824], [-2.523, -4.573, 4.275], [-1.212, -3.133, 6.282], [0.184, -2.701, 5.198], [-0.237, -4.348, 5.469], [-2.159, -2.564, 4.018], [0.122, -3.036, 2.753], [-1.515, -3.186, 2.065], [-0.523, -4.567, 2.506], [-1.936, -5.339, 4.339], [2.112, 2.758, -4.111], [2.141, 1.751, -2.967], [3.221, 0.698, -3.196], [2.346, 2.446, -1.739], [1.996, 2.266, -5.078], [3.109, 3.212, -4.159], [1.405, 3.570, -3.957], [1.149, 1.312, -2.843], [3.001, 0.134, -4.101], [3.508, 0.125, -2.315], [4.170, 1.197, -3.441], [3.288, 2.635, -1.637], [4.671, -5.442, -2.278], [6.051, -5.306, -2.891], [6.971, -6.479, -2.824], [5.823, -4.878, -4.245], [4.760, -5.218, -1.210], [4.242, -6.442, -2.396], [3.863, -4.781, -2.585], [6.489, -4.490, -2.292], [8.006, -6.268, -3.117], [6.675, -7.180, -3.616], [7.097, -7.027, -1.891], [6.618, -5.175, -4.708], [-3.545, 2.857, 1.858], [-2.598, 3.835, 2.561], [-2.049, 4.858, 1.549], [-3.427, 4.657, 3.415], [-4.593, 3.108, 2.012], [-3.382, 1.878, 2.322], [-3.419, 2.687, 0.788], [-1.770, 3.434, 3.140], [-2.774, 5.629, 1.306], [-1.633, 4.350, 0.669], [-1.115, 5.345, 1.847], [-4.253, 4.840, 2.967], [1.785, -1.659, -5.114], [0.741, -1.782, -6.041], [-0.159, -0.543, -6.025], [0.179, 0.301, -7.163], [2.639, -2.021, -5.357], [1.087, -2.022, -7.053], [0.236, -2.725, -5.777], [-0.192, 0.114, -5.163], [-1.184, -0.848, -6.253], [0.059, -0.213, -7.965]],
  "atomic_forces_ev_per_a": [[-0.7468, -0.3286, 0.5353], [-0.3023, 0.7871, -0.4246], [0.4600, -1.2089, -0.2664], [-1.5436, 1.4959, 0.4226], [0.3303, -0.0769, 0.3312], [0.9521, -0.3772, -0.2755], [0.2928, -0.0893, 0.0225], [0.2254, 0.0327, -0.0550], [-0.0124, 0.2662, 0.0095], [0.2787, -0.1922, 0.0374], [0.0394, 0.0723, -0.7173], [0.4750, 0.1974, -0.0650], [-0.1495, 0.0555, 0.0213], [0.1097, -0.1485, -0.1783], [0.0251, -0.1226, 0.0954], [-0.2428, -0.0035, 0.4064], [-0.1251, -0.3693, 0.1521], [0.8484, -0.2653, 0.2400], [-1.4455, 0.3099, 0.5351], [1.4606, -1.0541, -0.9958], [-0.2274, -0.7815, -0.1279], [0.2764, 0.3214, 0.4099], [-0.6882, 1.2258, 0.4946], [-0.2909, -0.0921, -0.1528], [0.0364, 0.1908, -0.2675], [-0.3093, 0.0138, -0.0093], [-0.1132, 0.0139, 0.0946], [-0.0622, 0.7629, -0.5575], [0.3074, 0.7606, -0.1565], [0.3426, -0.0088, -0.3509], [-0.3307, -0.5695, 0.2074], [-0.0152, -0.0589, 0.3929], [0.0037, 0.1397, -0.1479], [0.1405, -0.9326, 0.3100], [0.0960, -0.4082, 0.5890], [-0.7948, -0.3920, 0.3483], [0.8387, -0.7174, -0.2860], [0.1942, -0.0100, 0.7069], [-0.4761, -0.1299, -0.1544], [-0.4053, 1.1094, -0.3024], [0.0436, -0.1712, 0.0873], [0.5057, 0.2448, -0.2880], [-0.1681, 0.4996, -0.5881], [-0.2523, 0.2271, 0.0571], [-0.0171, 0.1594, 0.0771], [0.4810, 0.5576, 0.0129], [0.2035, -0.2380, -0.5899], [-0.0766, 0.4169, 0.5346], [-0.0239, -0.2979, -0.0106], [-0.0302, -0.4404, -0.1287], [-0.2359, -0.4490, 0.0748], [1.1383, 0.4211, -0.3984], [-0.8704, -0.5332, 0.7151], [0.1207, -1.0831, -0.3008], [-0.0193, 0.3369, -0.7137], [0.0398, 0.1088, 0.0991], [0.0821, -0.3001, 0.2484], [-0.1341, 0.1794, 0.2316], [-0.1914, 0.4191, -0.3325], [0.0015, 0.0771, -0.1113], [0.1020, 0.2005, 0.3162], [-0.1679, 0.2169, 0.2156], [0.0235, -0.1892, 0.1469], [0.1742, -0.3487, 0.8805], [1.4748, -0.7910, -0.0484], [-0.2113, 0.6049, -0.1923], [-0.6371, -0.0525, -0.2365], [0.1442, -0.0825, 0.0596], [0.0760, 0.4809, -0.4953], [-0.6163, 0.2936, 0.0443], [-0.0774, 0.0560, -0.4124], [0.0010, 0.0102, -0.0714], [-0.2343, 0.1535, 0.0406], [-0.0673, -0.2899, 0.2789], [-0.3182, 0.2336, -0.0622], [-0.1398, -1.4425, -0.5017], [1.4859, 1.8717, 0.1891], [0.0366, -0.6867, -0.7340], [0.3163, -0.0052, -0.0338], [-0.0344, 0.1854, -0.0588], [-0.3161, 0.3894, -0.1045], [0.1053, 0.0034, 0.3116], [-0.6083, -0.2629, 0.4156], [-0.2825, 0.5868, 0.5069], [0.2602, -0.1079, -0.3314], [-0.4069, -0.2332, 0.2592], [-0.4268, -0.2148, 0.0447], [0.8541, -0.0401, -0.0339], [-0.1472, 0.0779, -0.4478], [0.6980, 0.8345, -0.2946], [0.5668, 0.0046, 0.6547], [-0.4117, 0.0331, 0.0381], [-0.0108, 0.0904, 0.0367], [-0.2884, -0.2411, -0.0783], [0.1226, -0.1761, -0.0856], [-0.2017, -0.4721, 0.4040], [-0.6802, -0.4575, -0.1003], [-0.1285, 0.3601, -0.0485], [-0.0500, -0.0203, -0.1142], [-0.5046, -1.0120, 1.1553], [-1.0865, 1.8315, 0.5559], [0.7307, -1.3160, -1.0773], [1.0668, -0.5223, 0.1332], [-0.0387, -0.4235, 0.0653], [0.2097, -0.0806, 0.0617], [0.5952, 0.4184, -0.6954], [0.3089, 0.1430, -0.5348], [-0.1032, 0.6576, 0.0712], [-0.2985, -0.2753, 0.3757], [-0.6014, 0.2282, 0.1992], [-0.2690, 0.3435, -0.3471], [0.6440, -1.5210, 0.5082], [-1.5938, 2.7221, -1.6795], [1.8041, -0.8320, -0.5757], [0.7102, -0.4991, 1.4729], [0.0435, 0.1416, 0.1084], [-0.3824, -0.0964, -0.0699], [0.3832, 0.3812, -0.0017], [-0.3836, -0.3743, 0.1959], [-0.1323, -0.1768, -0.2192], [-0.7008, -0.0173, -0.3022], [-0.4047, 0.2651, 0.8722], [-0.0266, -0.0637, -0.2042], [0.6259, 0.8250, 0.8582], [-0.1552, -1.1432, 0.5602], [-0.4835, -0.2768, -2.5984], [0.3292, 0.3561, 0.7686], [-0.1695, -0.2314, -0.4894], [0.1208, 0.6571, -0.0795], [-0.6268, 0.4576, 0.1301], [0.5285, -0.3370, 0.2849], [-0.1189, -0.3020, 0.5639], [-0.0483, -0.0534, 0.0286]],
  "mulliken_charge": [-0.420, -0.427, -0.548, 0.457, -1.756, -0.670, 0.222, 0.088, 0.294, 0.333, 0.348, 0.350, 0.409, 0.417, 0.335, 0.238, 0.319, -0.748, -0.406, -0.866, 1.684, -0.952, -0.664, 0.282, 0.283, 0.262, 0.527, 0.356, -0.652, -0.213, 0.475, 0.027, 0.267, 0.335, -0.792, 0.098, -0.382, 0.819, -1.796, -0.713, -0.148, 0.669, 0.173, -0.011, 0.277, 0.169, 0.351, 0.522, 0.252, 0.336, 0.079, -1.527, 0.744, -0.669, -0.579, 0.380, 0.362, 0.383, 0.172, 0.353, 0.487, -0.454, 0.125, -1.268, 0.528, -1.615, 0.453, 0.460, 0.420, 0.111, 0.464, 0.392, 0.322, 0.318, -0.089, -1.382, 0.459, -0.397, -0.502, 0.313, 0.301, 0.409, 0.231, 0.044, -0.334, 0.417, 0.415, -1.478, 1.210, -1.303, -0.480, 0.407, 0.382, 0.186, -0.215, 0.128, 0.360, 0.487, 0.209, -1.136, 0.811, -1.535, -0.543, 0.321, 0.377, 0.190, 0.062, 0.395, 0.402, 0.347, 0.319, -1.274, 0.524, -0.483, -0.595, 0.510, 0.226, 0.155, 0.159, 0.361, -0.172, 0.183, 0.358, -0.402, -0.379, -0.308, -0.537, 0.254, 0.327, 0.308, 0.131, 0.322, 0.296]
}